[1]
Entry from the OMol25 dataset: C32H26BrCrIN7O4STe as an isolated structure (the ωB97M-V functional and the def2-TZVPD basis).

Summary:
**E_tot**: -176921.196 eV
**Frontier orbital gap (alpha / beta)**: 6.12 / 5.80 eV
**Spin multiplicity**: 4
**HOMO level (alpha / beta)**: -6.9 / -6.9 eV
**Energy above the lowest of the compared OMol25 structures with the same formula, charge and spin**: 27.0 kcal per mole

XYZ file:
```
74
Properties=species:S:1:pos:R:3:forces:R:3
C 2.697 0.872 -4.038 0.08 -0.02 -0.09
N -0.665 1.335 1.402 0.05 0.38 0.31
Br -3.054 -4.528 -1.403 0.03 -0.01 0.03
H -2.952 -2.789 -6.039 0.00 0.00 0.00
C -2.236 -2.059 1.855 0.03 0.06 -0.04
C 0.843 1.180 -2.290 0.14 0.06 0.16
Te 2.522 -0.697 0.901 0.04 -0.17 -0.06
I 0.051 -2.921 -0.922 0.32 -0.02 0.11
C -1.027 -2.935 -2.704 -0.06 -0.01 0.07
Cr -0.194 -0.317 0.309 0.00 -0.13 -0.29
H 4.333 -0.069 -4.938 0.00 0.00 0.02
N -1.021 -1.529 1.921 0.04 -0.05 -0.01
O 3.523 2.027 -5.883 0.01 -0.01 -0.03
H 4.885 -2.166 -2.122 0.01 0.00 0.00
H -4.357 2.220 1.120 0.01 0.00 0.00
C 3.473 -1.030 -3.228 0.01 0.03 -0.04
H 5.052 -2.327 -3.880 0.00 0.01 -0.01
C 1.383 2.588 1.773 0.05 -0.02 0.02
C -2.930 -3.543 -4.040 -0.01 -0.01 0.00
N 3.644 -0.101 -4.201 0.05 -0.06 0.02
C -2.406 -2.828 -5.106 0.00 0.00 0.01
S 2.475 -0.366 4.366 -0.05 0.03 0.01
H 4.992 0.841 2.139 0.00 0.00 0.01
C 3.749 0.411 5.205 0.03 -0.01 -0.02
C 2.689 1.998 -5.007 -0.11 0.10 0.03
H -2.657 -1.308 -1.909 -0.02 0.05 0.02
O 1.753 2.912 -4.860 0.20 -0.09 -0.17
H -4.184 -4.199 3.405 0.00 -0.02 -0.01
C -0.268 -1.851 2.984 0.00 0.03 0.02
C 4.338 -2.231 -3.063 -0.04 0.02 0.01
O 0.405 0.636 -1.227 -0.24 0.01 0.06
H 5.593 1.371 4.642 -0.01 0.00 0.00
H 3.143 3.708 2.232 0.00 0.01 0.01
N -1.848 1.713 1.422 -0.30 -0.12 -0.18
C -4.340 -0.146 -1.306 0.01 0.00 -0.02
C -2.690 1.014 0.522 0.18 0.20 0.18
C 4.369 0.564 2.979 0.03 0.05 0.06
H -1.093 1.843 3.970 0.00 0.01 -0.01
C -4.014 1.431 0.462 -0.10 0.01 -0.04
H 0.441 -1.706 -3.660 0.02 0.02 0.05
H -5.890 1.129 -0.534 0.00 0.00 0.00
H 2.541 4.027 4.609 0.00 0.00 0.00
H -2.856 -1.816 1.005 0.03 0.01 -0.04
O 0.421 2.238 -2.766 -0.11 -0.06 0.05
N -3.963 -3.456 2.765 0.02 0.04 0.06
H 0.419 3.106 5.485 0.01 0.01 0.00
H 0.730 -1.452 3.023 -0.08 -0.02 -0.04
H 1.176 2.695 -4.066 -0.08 0.03 0.16
H 3.723 -3.130 -3.026 0.00 -0.01 0.00
C 4.696 0.853 4.335 -0.02 -0.01 -0.05
C -1.196 -2.164 -4.973 0.02 0.00 0.04
C -3.008 -0.549 -1.222 -0.02 0.05 0.04
C -4.854 0.828 -0.458 0.03 0.01 0.01
H -3.877 -4.057 -4.132 0.00 0.00 -0.01
H -0.135 -2.942 4.812 -0.01 -0.02 0.01
C -2.244 -3.593 -2.834 -0.04 0.01 -0.14
C 1.873 3.487 3.951 0.03 -0.01 -0.04
N -1.964 -3.248 3.902 0.02 0.01 0.02
H -4.448 -3.441 1.886 0.01 0.00 -0.02
N 2.464 -0.708 -2.451 0.02 -0.01 -0.08
C -2.706 -2.931 2.848 -0.07 -0.05 0.00
C -2.147 0.008 -0.283 0.06 -0.02 0.06
C 1.976 0.477 -2.939 -0.07 -0.10 0.00
H -4.985 -0.597 -2.052 0.00 -0.01 0.00
C 2.215 3.305 2.616 0.02 0.00 0.05
C 0.684 2.971 4.445 -0.02 -0.03 -0.02
C -0.163 2.262 3.607 -0.02 0.01 0.12
H 1.638 2.418 0.736 0.00 0.00 -0.01
C -0.504 -2.220 -3.772 -0.01 -0.01 -0.12
H 3.729 0.497 6.279 0.01 0.00 0.00
C -0.756 -2.697 3.959 0.02 0.04 -0.01
C 3.181 -0.096 2.822 0.03 0.00 -0.03
H -0.785 -1.596 -5.797 -0.01 0.00 0.00
C 0.205 2.074 2.287 -0.14 -0.19 -0.23
```
Forces are in eV/Å.

---

[2]
Entry from the OMol25 dataset: a 2-piece molecular cluster, C4H11NS overall (the ωB97M-V functional and the def2-TZVPD basis).

Summary:
**E_tot**: -16641.566 eV
**Frontier orbital gap (alpha / beta)**: 11.84 / 5.46 eV
**Spin multiplicity**: 2
**Total charge**: +1
**HOMO level (alpha / beta)**: -15.4 / -14.4 eV
**Energy above the lowest of the compared OMol25 structures with the same formula, charge and spin**: 39.0 kcal per mole

XYZ file:
```
17
Properties=species:S:1:pos:R:3:forces:R:3
C 2.452 -0.915 -0.555 -0.11 0.01 0.43
S -0.873 -1.433 0.260 0.43 0.40 0.25
H 0.892 -1.606 -1.844 -0.08 0.08 -0.15
H -0.637 0.494 -1.116 0.02 0.05 -0.07
H 2.184 -1.554 0.292 0.19 -0.09 0.02
C -2.309 1.910 1.614 -0.53 0.40 0.14
H -2.552 2.818 2.171 0.22 -0.15 0.27
H 2.845 0.011 -0.138 0.01 0.08 -0.03
H -2.077 -1.008 -0.089 -0.57 -0.11 -0.44
C 1.212 -0.664 -1.393 0.35 -0.37 -0.03
H 1.421 0.015 -2.219 -0.08 0.14 0.02
H -1.875 0.017 1.610 0.32 -0.49 0.28
H 3.255 -1.401 -1.099 -0.05 -0.07 -0.16
H -2.447 2.046 0.536 0.24 -0.35 -0.08
C 0.083 -0.087 -0.548 -0.46 -0.09 0.14
H 0.443 0.504 0.299 0.16 0.11 -0.14
N -2.017 0.853 2.218 -0.05 0.43 -0.45
```
Forces are in eV/Å.

---

[3]
Entry from the OMol25 dataset: an isolated ion of composition C4H12N3 and charge +1 in a non-equilibrium geometry (the ωB97M-V functional and the def2-TZVPD basis).

Summary:
**E_tot**: -8797.355 eV
**Frontier orbital gap (alpha / beta)**: 4.45 / 7.67 eV
**Spin multiplicity**: 3
**Total charge**: +1
**HOMO level (alpha / beta)**: -7.4 / -15.7 eV
**Energy above the lowest of the compared OMol25 structures with the same formula, charge and spin**: 121.6 kcal per mole

XYZ file:
```
19
Properties=species:S:1:pos:R:3:forces:R:3
H 2.587 -1.369 0.723 3.42 0.03 0.67
N -1.019 -0.484 -0.895 0.54 1.00 4.56
H 1.112 -1.800 0.909 -1.04 -0.79 -0.17
C -0.206 0.462 -0.162 0.45 0.30 -2.58
H -1.943 0.999 0.115 -2.51 0.73 0.46
N -1.109 1.374 0.510 1.97 0.43 -0.46
H -0.365 -1.122 -1.284 -0.22 -1.67 -1.18
C 1.712 -1.212 0.239 -2.82 -0.07 -2.59
H 1.697 -1.579 -0.878 0.25 0.42 2.35
H 1.310 0.595 1.370 0.17 0.62 -0.25
C 1.215 0.198 0.363 0.19 -0.60 -2.29
H -1.850 -0.999 0.937 0.97 0.63 1.47
H -0.921 2.346 0.362 -0.01 1.35 -1.04
H -2.694 -1.596 -0.237 -0.41 -0.35 -1.34
N -2.155 -0.775 -0.013 0.52 -0.54 -2.46
C 1.097 1.049 -0.933 -0.83 -3.76 1.56
H 1.324 0.562 -1.944 -0.24 0.92 1.75
H 1.260 2.036 -0.708 0.17 2.48 -0.36
H -1.053 1.317 1.522 -0.56 -1.13 1.88
```
Forces are in eV/Å.